(1)
The following is a DFT calculation (the ωB97M-V functional and the def2-TZVPD basis) of C43H40N3O2P2PtS2 as an isolated structure.

Structure (ORCA input):
```
! RIJCOSX wB97M-V def2-TZVPD def2/J DEFGRID3
* xyz 1 1
Pt 0.295 0.023 -0.359
C -2.286 -7.928 -0.235
C -2.174 -6.474 0.132
C -2.119 -5.488 -0.851
C -2.031 -4.148 -0.516
C -1.998 -3.788 0.825
C -2.057 -4.750 1.822
C -2.142 -6.087 1.467
S -1.895 -2.084 1.258
O -2.031 -2.001 2.691
O -2.806 -1.338 0.431
N -0.414 -1.621 0.794
C 0.730 -1.954 1.501
C 0.884 -2.873 2.539
C 2.139 -3.011 3.093
C 3.205 -2.244 2.630
C 2.964 -1.358 1.600
N 1.761 -1.232 1.042
H -2.143 -8.080 -1.303
H -3.270 -8.316 0.031
H -1.546 -8.525 0.298
H -2.145 -5.776 -1.895
H -1.982 -3.386 -1.280
H -2.062 -4.448 2.860
H -2.191 -6.841 2.243
H 0.040 -3.435 2.911
H 2.290 -3.718 3.899
H 4.193 -2.333 3.056
H 3.748 -0.731 1.197
C 1.264 3.038 0.777
C 1.369 3.139 -0.740
P 1.593 1.477 -1.465
C 1.616 1.797 -3.253
C 0.914 1.043 -4.186
C 1.013 1.340 -5.542
C 1.814 2.382 -5.973
C 2.536 3.127 -5.048
C 2.443 2.834 -3.700
C 3.310 0.997 -1.139
C 4.223 1.800 -0.465
C 5.527 1.359 -0.271
C 5.922 0.123 -0.756
C 5.014 -0.681 -1.436
C 3.713 -0.249 -1.624
P 0.016 1.793 1.253
C 0.274 1.610 3.036
C -0.067 0.407 3.645
C 0.106 0.246 5.012
C 0.622 1.281 5.775
C 0.953 2.488 5.173
C 0.777 2.656 3.810
C -1.590 2.634 1.111
C -1.733 4.019 1.171
C -2.998 4.591 1.135
C -4.125 3.785 1.067
C -3.989 2.404 1.019
C -2.727 1.828 1.027
H 1.077 4.017 1.216
H 2.193 2.664 1.213
H 2.163 3.821 -1.048
H 0.440 3.532 -1.168
H 0.300 0.217 -3.864
H 0.464 0.744 -6.257
H 1.890 2.610 -7.027
H 3.178 3.931 -5.379
H 3.042 3.403 -3.002
H 3.940 2.774 -0.092
H 6.233 1.988 0.254
H 6.937 -0.216 -0.608
H 5.320 -1.645 -1.817
H 3.004 -0.883 -2.144
H -0.495 -0.402 3.073
H -0.170 -0.692 5.474
H 0.760 1.154 6.840
H 1.346 3.302 5.768
H 1.032 3.608 3.364
H -0.869 4.662 1.258
H -3.101 5.666 1.179
H -5.108 4.236 1.059
H -4.862 1.767 0.969
H -2.636 0.751 0.966
S -0.835 -1.005 -2.164
C -2.189 -0.003 -2.421
N -2.228 1.256 -1.952
C -3.256 2.118 -2.142
C -4.338 1.727 -2.866
C -4.360 0.409 -3.365
C -3.313 -0.443 -3.147
H -1.442 1.522 -1.356
H -3.157 3.083 -1.665
H -5.162 2.406 -3.017
H -5.222 0.061 -3.917
H -3.324 -1.461 -3.505
*
```

Results
DFT total energy in eV: -97298.2716
Gap between HOMO and LUMO in Ha: 0.2868
Highest occupied orbital energy in Ha: -0.381

Results of the Mulliken charge analysis, in e, for atoms 1 through 6: 2.07, -1.49, 1.07, -1.03, -0.34, 0.08


(2)
The following is a DFT calculation (the ωB97M-V functional and the def2-TZVPD basis) of C27H19Br2F6HgN4O8S2 as an isolated structure.

Structure (ORCA input):
```
! RIJCOSX wB97M-V def2-TZVPD def2/J DEFGRID3
* xyz -2 2
Hg 0.516 1.096 -0.401
Br 3.652 5.963 0.958
C 2.463 4.918 1.951
C 2.431 5.186 3.293
C 1.679 4.362 4.102
Br 1.922 4.609 5.937
C 0.887 3.332 3.587
C 0.121 2.458 4.424
C -0.514 1.348 3.976
C -0.520 0.990 2.515
N 0.322 1.908 1.680
C 0.918 2.956 2.209
C 1.752 3.791 1.319
O 1.939 3.456 0.141
H 3.002 5.966 3.767
H -0.028 2.662 5.468
H -1.004 0.679 4.640
H -1.573 1.208 2.229
F -1.849 2.764 -5.798
C -2.147 2.624 -4.466
F -2.747 1.405 -4.319
F -3.002 3.577 -3.970
S -0.534 2.896 -3.661
O -0.758 2.895 -2.242
O 0.049 4.029 -4.313
N 0.123 1.647 -4.360
S 1.450 1.048 -3.853
O 1.591 1.003 -2.373
O 2.628 1.565 -4.505
C 1.255 -0.787 -4.478
F 1.419 -1.703 -3.478
F 0.106 -1.074 -5.116
F 2.290 -0.923 -5.348
O 3.136 0.288 0.892
C 2.972 -1.132 0.767
C 2.131 -1.741 1.889
C 1.291 -0.829 2.704
C -0.236 -0.557 2.211
C -1.120 -1.455 3.071
C -2.379 -1.834 2.665
C -2.913 -1.190 1.535
C -2.138 -0.340 0.802
N -0.722 -0.582 0.800
H 3.833 0.616 0.290
H 3.936 -1.668 0.829
H 2.593 -1.400 -0.249
H 2.848 -2.280 2.535
H 1.512 -2.575 1.426
H 1.798 0.138 2.786
H 1.180 -1.221 3.732
H -0.719 -1.743 4.054
H -2.976 -2.557 3.220
H -3.916 -1.432 1.218
H -2.590 0.300 0.063
O 0.378 -3.832 0.694
C -0.328 -3.147 -0.051
N -0.321 -1.797 -0.426
C -1.136 -1.536 -1.597
O -1.552 -0.428 -1.991
C -1.930 -2.823 -1.747
C -2.889 -3.105 -2.697
C -2.876 -4.411 -3.112
C -2.051 -5.371 -2.576
C -1.373 -5.123 -1.388
C -1.272 -3.791 -1.003
H -3.540 -2.351 -3.122
H -3.536 -4.682 -3.938
H -2.014 -6.373 -2.979
H -0.923 -5.893 -0.821
*
```

Results
Expectation value of S²: 0.8003
DFT total energy in eV: -232876.3643
Gap between HOMO and LUMO (spin up / spin down) in Ha: 0.1519 / 0.1587
Highest occupied orbital energy (spin up / spin down) in Ha: -0.015 / -0.016

Results of the Mulliken charge analysis, in e, for atoms 1 through 6: 2.17, -0.26, -0.19, -0.62, 0.06, -0.33


(3)
The following is a DFT calculation (the ωB97M-V functional and the def2-TZVPD basis) of a 2-piece molecular cluster, C5H10NO overall.

Structure (ORCA input):
```
! RIJCOSX wB97M-V def2-TZVPD def2/J DEFGRID3
* xyz 1 1
O -2.181 -0.959 -0.710
C -2.979 -0.433 0.132
C -2.843 -0.350 1.515
C 0.032 0.550 -0.143
C 1.330 0.615 0.214
C 2.418 -0.018 -0.632
N 3.689 0.631 -0.370
H -3.933 -0.004 -0.279
H -3.639 0.133 2.114
H -2.099 -0.997 2.099
H -0.788 0.478 0.603
H -0.335 0.365 -1.177
H 1.646 1.098 1.136
H 2.455 -1.110 -0.487
H 4.363 0.602 -1.097
H 4.041 0.418 0.519
H 2.159 0.090 -1.677
*
```

Results
DFT total energy in eV: -8871.0957
Gap between HOMO and LUMO in Ha: 0.1272
Highest occupied orbital energy in Ha: -0.465

Results of the Mulliken charge analysis, in e, for atoms 1 through 6: -0.34, 0.19, -0.24, -0.18, -0.05, -0.34


Which formula does entry 2 have? C27H19Br2F6HgN4O8S2


The lowest DFT total energy belongs to which entry? C27H19Br2F6HgN4O8S2


Which formula does entry 1 have? C43H40N3O2P2PtS2


What did the first record say?
The following is a DFT calculation (the ωB97M-V functional and the def2-TZVPD basis) of C43H40N3O2P2PtS2 as an isolated structure.

Structure (ORCA input):
```
! RIJCOSX wB97M-V def2-TZVPD def2/J DEFGRID3
* xyz 1 1
Pt 0.295 0.023 -0.359
C -2.286 -7.928 -0.235
C -2.174 -6.474 0.132
C -2.119 -5.488 -0.851
C -2.031 -4.148 -0.516
C -1.998 -3.788 0.825
C -2.057 -4.750 1.822
C -2.142 -6.087 1.467
S -1.895 -2.084 1.258
O -2.031 -2.001 2.691
O -2.806 -1.338 0.431
N -0.414 -1.621 0.794
C 0.730 -1.954 1.501
C 0.884 -2.873 2.539
C 2.139 -3.011 3.093
C 3.205 -2.244 2.630
C 2.964 -1.358 1.600
N 1.761 -1.232 1.042
H -2.143 -8.080 -1.303
H -3.270 -8.316 0.031
H -1.546 -8.525 0.298
H -2.145 -5.776 -1.895
H -1.982 -3.386 -1.280
H -2.062 -4.448 2.860
H -2.191 -6.841 2.243
H 0.040 -3.435 2.911
H 2.290 -3.718 3.899
H 4.193 -2.333 3.056
H 3.748 -0.731 1.197
C 1.264 3.038 0.777
C 1.369 3.139 -0.740
P 1.593 1.477 -1.465
C 1.616 1.797 -3.253
C 0.914 1.043 -4.186
C 1.013 1.340 -5.542
C 1.814 2.382 -5.973
C 2.536 3.127 -5.048
C 2.443 2.834 -3.700
C 3.310 0.997 -1.139
C 4.223 1.800 -0.465
C 5.527 1.359 -0.271
C 5.922 0.123 -0.756
C 5.014 -0.681 -1.436
C 3.713 -0.249 -1.624
P 0.016 1.793 1.253
C 0.274 1.610 3.036
C -0.067 0.407 3.645
C 0.106 0.246 5.012
C 0.622 1.281 5.775
C 0.953 2.488 5.173
C 0.777 2.656 3.810
C -1.590 2.634 1.111
C -1.733 4.019 1.171
C -2.998 4.591 1.135
C -4.125 3.785 1.067
C -3.989 2.404 1.019
C -2.727 1.828 1.027
H 1.077 4.017 1.216
H 2.193 2.664 1.213
H 2.163 3.821 -1.048
H 0.440 3.532 -1.168
H 0.300 0.217 -3.864
H 0.464 0.744 -6.257
H 1.890 2.610 -7.027
H 3.178 3.931 -5.379
H 3.042 3.403 -3.002
H 3.940 2.774 -0.092
H 6.233 1.988 0.254
H 6.937 -0.216 -0.608
H 5.320 -1.645 -1.817
H 3.004 -0.883 -2.144
H -0.495 -0.402 3.073
H -0.170 -0.692 5.474
H 0.760 1.154 6.840
H 1.346 3.302 5.768
H 1.032 3.608 3.364
H -0.869 4.662 1.258
H -3.101 5.666 1.179
H -5.108 4.236 1.059
H -4.862 1.767 0.969
H -2.636 0.751 0.966
S -0.835 -1.005 -2.164
C -2.189 -0.003 -2.421
N -2.228 1.256 -1.952
C -3.256 2.118 -2.142
C -4.338 1.727 -2.866
C -4.360 0.409 -3.365
C -3.313 -0.443 -3.147
H -1.442 1.522 -1.356
H -3.157 3.083 -1.665
H -5.162 2.406 -3.017
H -5.222 0.061 -3.917
H -3.324 -1.461 -3.505
*
```

Results
DFT total energy in eV: -97298.2716
Gap between HOMO and LUMO in Ha: 0.2868
Highest occupied orbital energy in Ha: -0.381

Results of the Mulliken charge analysis, in e, for atoms 1 through 6: 2.07, -1.49, 1.07, -1.03, -0.34, 0.08